[1]
Molecular formula: C3H5N2O
Method: DFT, ωB97M-V/def2-TZVPD

Each line ends with the natural charge from an NBO analysis.
Geometry (Å):
C  2.550  0.109  -0.035  0.880
C  -1.997  1.328  -0.106  0.093
C  -0.930  -0.876  0.250  0.097
N  2.217  -1.057  -0.119  -0.848
N  -1.452  0.257  0.220  -0.223
O  2.690  1.238  0.203  -0.455
H  -1.984  2.170  0.456  0.231
H  -2.668  1.523  -0.927  0.249
H  -1.340  -1.642  0.719  0.220
H  0.150  -1.222  -0.081  0.299
H  2.764  -1.828  -0.581  0.456

Output
Largest force on an atom ... 4.8 eV/A
Charge ... +1
Energy relative to the best compared isomer or geometry (same formula, charge and spin) ... 70.66 kcal/mol
HOMO energy ... -14.8680 eV


[2]
Molecular formula: C3H5N2O
Method: DFT, ωB97M-V/def2-TZVPD

Each line ends with the natural charge from an NBO analysis.
Geometry (Å):
C  -1.445  -0.938  0.848  -0.105
C  -0.919  0.160  0.048  0.083
C  1.329  0.936  -0.828  -0.425
N  -0.477  -1.549  1.410  0.245
N  0.308  0.218  -0.103  -0.141
O  0.669  -1.369  1.212  -0.019
H  -2.509  -1.392  0.821  0.306
H  -1.596  0.854  -0.494  0.290
H  0.774  1.775  -1.209  0.245
H  2.074  1.100  -0.121  0.253
H  1.793  0.205  -1.581  0.269

Output
SMILES string ... C/N=C/C=[N+]=O
Largest force on an atom ... 3.5 eV/A
Charge ... +1
Energy relative to the best compared isomer or geometry (same formula, charge and spin) ... 132.55 kcal/mol
HOMO energy (spin up / spin down) ... -15.8577 / -15.8574 eV


[3]
Molecular formula: C3H5N2O
Method: DFT, ωB97M-V/def2-TZVPD

Each line ends with the natural charge from an NBO analysis.
Geometry (Å):
C  -1.867  0.855  -1.121  0.461
C  0.037  0.440  0.471  -0.295
C  0.634  -0.973  0.121  -0.333
N  -1.006  0.609  -0.427  -0.161
N  -0.542  -1.864  -0.197  0.107
O  -0.301  -3.023  -0.311  -0.166
H  -2.645  1.234  -1.739  0.302
H  -0.579  0.295  1.423  0.280
H  0.892  1.133  0.342  0.297
H  1.232  -0.733  -0.831  0.246
H  1.180  -1.153  1.085  0.262

Output
SMILES string ... C#[N+]CCN=O
Largest force on an atom ... 3.0 eV/A
Charge ... +1
Energy relative to the best compared isomer or geometry (same formula, charge and spin) ... 130.01 kcal/mol
HOMO energy ... -13.6078 eV


[4]
Molecular formula: C3H5N2O
Method: DFT, ωB97M-V/def2-TZVPD

Each line ends with the natural charge from an NBO analysis.
Geometry (Å):
C  -1.323  -1.217  1.832  0.739
C  0.508  0.089  1.220  -0.437
C  -0.807  -0.286  1.043  -0.486
N  0.638  0.619  -2.410  -0.365
N  0.141  0.228  -1.422  0.323
O  -1.705  -2.046  2.518  -0.342
H  0.863  1.027  0.788  0.188
H  1.306  -0.489  1.656  0.223
H  -1.470  0.396  0.367  0.271
H  0.218  0.781  -3.280  0.446
H  1.631  0.898  -2.311  0.440

Output
Largest force on an atom ... 3.6 eV/A
2S+1 ... 3
Charge ... +1
Energy relative to the best compared isomer or geometry (same formula, charge and spin) ... 43.19 kcal/mol
HOMO energy (spin up / spin down) ... -10.5848 / -13.8030 eV


[5]
Molecular formula: C3H5N2O2
Method: DFT, ωB97M-V/def2-TZVPD

Each line ends with the natural charge from an NBO analysis.
Geometry (Å):
C  -0.292  1.015  -0.111  -0.489
C  0.121  -0.379  -0.634  -0.444
C  0.634  0.198  0.622  -0.107
N  2.830  0.644  0.571  -0.272
N  3.493  -0.195  -0.060  0.486
O  4.717  0.023  0.047  -0.563
O  3.081  -1.276  -0.597  -0.605
H  0.014  1.995  -0.693  0.193
H  -1.366  1.159  -0.062  0.192
H  -0.690  -1.078  -0.687  0.183
H  0.761  -0.324  -1.505  0.227
H  0.763  -0.147  1.593  0.199

Output
Largest force on an atom ... 4.2 eV/A
Charge ... -1
Energy relative to the best compared isomer or geometry (same formula, charge and spin) ... 138.70 kcal/mol
HOMO energy (spin up / spin down) ... -3.7197 / -3.5462 eV


[6]
Molecular formula: C3H5N2O2
Method: DFT, ωB97M-V/def2-TZVPD

Each line ends with the natural charge from an NBO analysis.
Geometry (Å):
C  0.904  -0.737  -0.755  0.488
C  3.125  -0.073  -0.012  0.945
C  -1.031  -0.343  0.657  -0.068
N  1.908  -0.200  -0.023  -0.622
N  -2.215  0.540  0.317  -0.730
O  4.227  0.177  0.013  -0.362
O  -0.315  -0.572  -0.476  -0.364
H  1.116  -1.217  -1.621  0.194
H  -0.429  0.132  1.393  0.161
H  -3.191  0.144  0.349  0.453
H  -2.009  0.744  -0.733  0.450
H  -2.089  1.405  0.891  0.454

Output
Largest force on an atom ... 3.5 eV/A
Charge ... +1
Energy relative to the best compared isomer or geometry (same formula, charge and spin) ... 77.29 kcal/mol
HOMO energy (spin up / spin down) ... -12.1534 / -12.1542 eV


[7]
Molecular formula: C3H5N2O2
Method: DFT, ωB97M-V/def2-TZVPD

Each line ends with the natural charge from an NBO analysis.
Geometry (Å):
C  1.661  0.581  -0.157  0.050
C  0.487  1.212  -0.032  -0.092
C  0.058  -0.989  0.027  0.157
N  1.388  -0.811  -0.105  -0.532
N  -0.422  0.250  0.022  -0.062
O  -2.515  -0.509  0.055  -0.346
O  -1.822  0.690  0.131  0.046
H  2.616  1.114  -0.469  0.276
H  0.267  2.264  0.257  0.279
H  -0.268  -2.026  -0.063  0.260
H  1.973  -1.635  0.023  0.445
H  -3.424  -0.142  0.311  0.519

Output
Largest force on an atom ... 3.6 eV/A
2S+1 ... 3
Charge ... +1
Energy relative to the best compared isomer or geometry (same formula, charge and spin) ... 129.05 kcal/mol
HOMO energy (spin up / spin down) ... -10.0610 / -14.3408 eV


[8]
Molecular formula: C3H5N2O3
Method: DFT, ωB97M-V/def2-TZVPD

Each line ends with the natural charge from an NBO analysis.
Geometry (Å):
C  -0.875  -0.899  1.623  1.038
C  -0.086  0.757  -0.978  -0.296
C  0.141  1.032  0.530  -0.079
N  0.521  -0.584  -1.346  -0.261
N  0.707  -1.577  -0.581  0.337
O  -1.440  -1.672  2.286  -0.371
O  0.269  -1.650  0.618  -0.391
O  -0.858  0.332  1.319  -0.454
H  -1.070  0.923  -1.484  0.279
H  0.524  1.459  -1.405  0.246
H  1.055  0.496  0.897  0.242
H  -0.043  2.085  0.638  0.267
H  1.155  -0.703  -2.117  0.444

Output
SMILES string ... O=C1OCC[NH+]=NO1
Largest force on an atom ... 3.1 eV/A
Charge ... +1
Energy relative to the best compared isomer or geometry (same formula, charge and spin) ... 72.87 kcal/mol
HOMO energy ... -16.1028 eV


[9]
Molecular formula: C3H5N2O4
Method: DFT, ωB97M-V/def2-TZVPD

Each line ends with the natural charge from an NBO analysis.
Geometry (Å):
C  -1.130  0.606  -0.980  0.801
C  0.991  -0.843  -0.784  -0.609
C  -0.047  -0.117  0.175  0.079
N  -0.716  -0.944  1.099  -0.879
N  0.643  1.051  0.759  0.515
O  -2.197  0.822  -0.388  -0.747
O  1.319  1.735  0.032  -0.402
O  -0.720  0.758  -2.133  -0.710
O  0.407  1.364  1.932  -0.462
H  0.569  -1.685  -1.237  0.210
H  1.687  -1.285  -0.068  0.173
H  1.406  -0.057  -1.362  0.249
H  -0.434  -0.612  2.016  0.377
H  -1.778  -0.792  0.938  0.405

Output
SMILES string ... C[C@](N)(C(=O)[O-])[N+](=O)[O-]
Largest force on an atom ... 3.8 eV/A
Charge ... -1
Energy relative to the best compared isomer or geometry (same formula, charge and spin) ... 57.95 kcal/mol
HOMO energy ... -4.6149 eV


[10]
Molecular formula: C3H5N2S
Method: DFT, ωB97M-V/def2-TZVPD

Each line ends with the natural charge from an NBO analysis.
Geometry (Å):
C  -0.848  0.407  0.115  -0.165
C  -1.871  -0.586  -0.475  -0.252
C  0.765  0.418  -0.248  -0.601
N  -2.329  1.277  0.292  -0.338
N  -2.914  0.159  -0.084  -0.236
S  -4.500  -0.209  -0.073  -0.322
H  -0.809  0.084  1.188  0.172
H  -1.872  -1.717  -0.342  0.160
H  0.946  -0.640  -0.372  0.207
H  1.112  0.975  -1.081  0.196
H  1.340  0.798  0.803  0.180

Output
Largest force on an atom ... 4.5 eV/A
Charge ... -1
Energy relative to the best compared isomer or geometry (same formula, charge and spin) ... 55.70 kcal/mol
HOMO energy (spin up / spin down) ... -2.8215 / -2.8209 eV


[11]
Molecular formula: C3H5N2S
Method: DFT, ωB97M-V/def2-TZVPD

Each line ends with the natural charge from an NBO analysis.
Geometry (Å):
C  0.964  -0.717  1.604  -0.379
C  0.947  0.594  1.249  -0.229
C  -0.970  -0.649  -1.332  -0.470
N  0.110  -0.351  -0.458  -0.203
N  0.148  0.789  0.155  -0.189
S  -0.682  2.225  -0.314  -0.399
H  1.857  -0.908  2.097  0.092
H  1.373  1.468  1.730  0.181
H  -1.626  0.179  -1.786  0.213
H  -0.454  -1.126  -2.113  0.188
H  -1.667  -1.504  -0.832  0.194

Output
Largest force on an atom ... 3.0 eV/A
Charge ... -1
Energy relative to the best compared isomer or geometry (same formula, charge and spin) ... 69.43 kcal/mol
HOMO energy (spin up / spin down) ... -2.5301 / -2.5357 eV


[12]
Molecular formula: C3H5N2S2
Method: DFT, ωB97M-V/def2-TZVPD

Each line ends with the natural charge from an NBO analysis.
Geometry (Å):
C  -0.998  0.684  -0.029  0.342
C  0.470  -1.084  0.037  -0.225
C  1.199  0.285  0.079  -0.231
N  -0.904  -0.631  0.240  -0.463
N  0.185  1.263  -0.070  -0.545
S  -2.769  0.930  0.081  0.301
S  -2.635  -1.134  -0.071  0.419
H  0.396  -1.584  -0.928  0.215
H  1.033  -1.720  0.631  0.248
H  1.606  0.319  1.110  0.221
H  2.028  0.453  -0.618  0.253
H  0.388  2.220  -0.465  0.464

Output
SMILES string ... C1CN2SSC2=[NH+]1
Largest force on an atom ... 3.8 eV/A
Charge ... +1
Energy relative to the best compared isomer or geometry (same formula, charge and spin) ... 36.49 kcal/mol
HOMO energy ... -13.5305 eV


[13]
Molecular formula: C3H5N3
Method: DFT, ωB97M-V/def2-TZVPD

Each line ends with the natural charge from an NBO analysis.
Geometry (Å):
C  -2.178  -0.276  0.061  -0.429
C  0.085  0.285  0.487  0.445
C  1.281  0.708  0.123  -0.334
N  2.307  -0.229  -0.313  -0.228
N  2.244  -1.441  -0.301  -0.253
N  -0.996  -0.086  0.893  -0.374
H  -2.104  -1.248  -0.435  0.222
H  -2.273  0.509  -0.696  0.200
H  -3.062  -0.271  0.700  0.212
H  1.554  1.756  0.143  0.231
H  3.141  0.293  -0.661  0.309

Output
Largest force on an atom ... 0.9 eV/A
Charge ... 0
Energy relative to the best compared isomer or geometry (same formula, charge and spin) ... 98.47 kcal/mol
HOMO energy ... -8.0401 eV


[14]
Molecular formula: C3H5N3
Method: DFT, ωB97M-V/def2-TZVPD

Each line ends with the natural charge from an NBO analysis.
Geometry (Å):
N  2.042  -0.347  -0.130  -0.801
C  0.687  -0.050  -0.055  0.299
C  -0.008  1.147  -0.339  -0.176
N  -1.774  0.221  -0.514  -0.615
C  -1.349  -0.574  0.424  0.312
N  -0.095  -1.009  0.452  -0.556
H  2.247  -1.266  0.253  0.399
H  2.741  0.337  0.126  0.392
H  0.181  1.705  -1.239  0.183
H  -2.762  0.469  -0.325  0.380
H  -1.909  -0.634  1.348  0.182

Output
Largest force on an atom ... 1.7 eV/A
Charge ... 0
Energy relative to the best compared isomer or geometry (same formula, charge and spin) ... 85.09 kcal/mol
HOMO energy ... -8.5252 eV


[15]
Molecular formula: C3H5N3
Method: DFT, ωB97M-V/def2-TZVPD

Each line ends with the natural charge from an NBO analysis.
Geometry (Å):
C  -0.714  1.287  -0.759  -0.438
N  0.401  1.074  0.550  -0.297
C  0.538  -0.183  0.654  0.250
N  -0.213  -0.940  -0.264  -0.867
C  1.370  -0.981  1.568  0.224
N  1.971  -1.736  2.217  -0.275
H  -1.417  1.894  -0.219  0.204
H  -0.039  1.798  -1.427  0.204
H  -1.334  0.608  -1.422  0.216
H  0.315  -1.305  -1.031  0.390
H  -0.902  -1.543  0.131  0.390

Output
SMILES string ... C/N=C(\N)C#N
Largest force on an atom ... 2.4 eV/A
Charge ... 0
Energy relative to the best compared isomer or geometry (same formula, charge and spin) ... 76.50 kcal/mol
HOMO energy ... -9.7525 eV


[16]
Molecular formula: C3H5N3
Method: DFT, ωB97M-V/def2-TZVPD

Each line ends with the natural charge from an NBO analysis.
Geometry (Å):
C  -1.666  -0.087  0.043  -0.409
N  -0.225  -0.193  -0.065  -0.167
C  0.718  0.752  0.144  -0.095
C  1.902  0.085  -0.034  -0.126
N  1.625  -1.211  -0.335  -0.242
N  0.339  -1.373  -0.349  -0.065
H  -2.104  -0.879  -0.565  0.236
H  -1.984  -0.207  1.082  0.211
H  -1.992  0.886  -0.331  0.212
H  0.472  1.777  0.383  0.226
H  2.916  0.449  0.028  0.218

Output
SMILES string ... Cn1ccnn1
Largest force on an atom ... 0.2 eV/A
Charge ... 0
Energy relative to the best compared isomer or geometry (same formula, charge and spin) ... 27.55 kcal/mol
HOMO energy ... -9.7731 eV


[17]
Molecular formula: C3H5N3
Method: DFT, ωB97M-V/def2-TZVPD

Each line ends with the natural charge from an NBO analysis.
Geometry (Å):
C  1.620  0.935  0.422  -0.417
N  0.506  0.270  -0.203  -0.435
C  -0.001  -0.846  0.077  0.200
N  -1.036  -1.580  -0.026  -0.356
C  -2.330  -0.251  -0.824  0.036
N  -1.816  0.788  -1.002  -0.231
H  2.381  1.188  -0.323  0.202
H  1.261  1.870  0.864  0.209
H  2.091  0.344  1.218  0.186
H  0.450  -1.749  0.627  0.336
H  -3.127  -0.969  -0.830  0.270

Output
Largest force on an atom ... 1.1 eV/A
Charge ... 0
Energy relative to the best compared isomer or geometry (same formula, charge and spin) ... 126.15 kcal/mol
HOMO energy ... -9.0633 eV


[18]
Molecular formula: C3H5N3
Method: DFT, ωB97M-V/def2-TZVPD

Each line ends with the natural charge from an NBO analysis.
Geometry (Å):
N  -1.567  2.391  0.251  -0.737
C  -0.422  1.977  0.412  0.649
C  -0.548  -1.779  -0.201  -0.227
N  0.644  -1.400  -0.416  -0.285
C  1.725  -0.867  -0.654  -0.060
N  0.751  1.727  0.652  -0.733
H  -2.341  1.758  0.402  0.392
H  -1.093  -1.344  0.631  0.201
H  -0.998  -2.540  -0.829  0.204
H  2.592  -1.337  -0.178  0.186
H  1.321  1.314  -0.084  0.411

Output
Largest force on an atom ... 0.6 eV/A
Charge ... 0
Energy relative to the best compared isomer or geometry (same formula, charge and spin) ... 80.88 kcal/mol
HOMO energy ... -8.7635 eV


[19]
Molecular formula: C3H5N3
Method: DFT, ωB97M-V/def2-TZVPD

Each line ends with the natural charge from an NBO analysis.
Geometry (Å):
C  -0.394  -0.081  -1.584  -0.411
C  -0.383  -0.414  0.888  -0.083
C  0.458  0.113  1.831  -0.132
H  0.402  -0.345  -2.252  0.223
H  -0.853  0.810  -2.015  0.212
H  -1.206  -0.827  -1.613  0.216
H  -1.201  -1.107  0.912  0.229
H  0.474  -0.097  2.864  0.211
N  0.088  0.163  -0.269  -0.189
N  1.404  0.881  1.245  -0.226
N  1.212  0.904  -0.005  -0.049

Output
SMILES string ... Cn1ccnn1
Largest force on an atom ... 2.2 eV/A
Charge ... 0
Energy relative to the best compared isomer or geometry (same formula, charge and spin) ... 31.97 kcal/mol
HOMO energy ... -9.6979 eV


[20]
Molecular formula: C3H5N3
Method: DFT, ωB97M-V/def2-TZVPD

Each line ends with the natural charge from an NBO analysis.
Geometry (Å):
C  -0.207  -0.189  -0.622  0.468
C  -0.237  1.005  1.236  -0.113
C  0.956  0.374  1.157  -0.096
H  -1.754  -0.839  -1.782  0.410
H  -0.216  -1.835  -1.483  0.361
H  -0.608  1.532  2.158  0.220
H  1.674  0.323  1.929  0.210
H  1.621  -1.185  -0.315  0.416
N  -0.583  -0.866  -1.802  -0.808
N  -0.925  0.525  0.133  -0.514
N  0.967  -0.393  0.078  -0.553

Output
SMILES string ... Nc1ncc[nH]1
Largest force on an atom ... 6.8 eV/A
Charge ... 0
Energy relative to the best compared isomer or geometry (same formula, charge and spin) ... 35.92 kcal/mol
HOMO energy ... -8.2413 eV